Formula: H4N2OS2
Source: the Open Molecules 2025 dataset
Level of theory: the ωB97M-V functional and the def2-TZVPD basis

Geometry (Å):
H -1.7150 -0.2817 0.1312
H 2.4842 0.5067 -0.7820
S 1.0953 0.2960 -0.9851
S -0.2487 -1.4590 1.4252
N 0.7524 1.8906 -0.3215
H 0.0662 2.3831 -0.9108
H 0.3064 1.7688 0.5432
O -0.6009 -2.0366 2.7117
N -1.5673 -0.9397 0.9071

Cartesian forces (eV/Å) of the 3 atoms listed first:
0.733 -0.735 0.131
-1.584 -0.679 -0.481
1.945 1.529 0.472

Its energy above the lowest of the compared OMol25 structures with the same formula, charge and spin is 79.64 kJ/mol. The calculation puts the molar mass at 112.179 g/mol. For the gap between HOMO and LUMO, the calculation gives 9.12 eV. The LUMO energy is -0.7 eV. Its total energy is -983.444637 Eh.


Formula: H4N2Si
Source: the Open Molecules 2025 dataset
Level of theory: the ωB97M-V functional and the def2-TZVPD basis

Geometry (Å):
H 1.2500 -0.2676 1.2248
N -0.9312 -0.4086 -0.2200
H -1.6159 1.2930 0.2225
Si 0.7669 -0.2430 -0.1449
H 1.6990 0.8629 -0.5684
H 0.7351 -1.5247 -0.6587
N -1.9039 0.2878 0.1448

Cartesian forces (eV/Å) of the 3 atoms listed first:
-0.366 -0.227 0.770
-3.893 1.279 1.404
-0.223 -0.166 0.267

Its energy above the lowest of the compared OMol25 structures with the same formula, charge and spin is 260.78 kJ/mol. The SMILES is [H]/N=N\[SiH3]. The calculation puts the molar mass at 60.132 g/mol. For the gap between HOMO and LUMO, the calculation gives 8.76 eV. The LUMO energy is -0.2 eV. Its total energy is -401.281184 Eh.


Formula: H4N3O
Source: the Open Molecules 2025 dataset
Level of theory: the ωB97M-V functional and the def2-TZVPD basis

Geometry (Å):
H -0.7999 -0.9173 0.8881
H -0.8496 1.0935 -1.0661
O 1.4635 -0.7096 -0.0684
N -1.0723 -0.6210 -0.0189
H -0.2760 -0.9530 -0.6392
N -1.1131 0.7549 -0.1718
H 1.1007 0.7771 0.9872
N 1.5467 0.5754 0.0892

Cartesian forces (eV/Å) of the 3 atoms listed first:
0.112 0.354 1.113
0.417 -0.707 -1.315
0.537 -0.586 -0.148

Its energy above the lowest of the compared OMol25 structures with the same formula, charge and spin is 313.29 kJ/mol. As for the net charge: -1. The calculation puts the molar mass at 62.052 g/mol. For the gap between HOMO and LUMO (alpha / beta), the calculation gives 6.79 / 7.57 eV. The LUMO energy (alpha / beta) is 5.4 / 5.4 eV. Its total energy is -241.748843 Eh.


Formula: H4N3O
Source: the Open Molecules 2025 dataset
Level of theory: the ωB97M-V functional and the def2-TZVPD basis

Geometry (Å):
H -1.0522 1.5253 -0.3638
N -0.2279 1.2145 0.2897
H -0.8254 0.3140 0.8984
O -0.6095 -1.1162 0.8782
H 1.2927 -1.4750 0.4224
N 0.6107 0.2640 -0.5126
H 0.4157 0.4518 -1.5778
N 0.3959 -1.1784 -0.0346

Cartesian forces (eV/Å) of the 3 atoms listed first:
1.765 -0.779 1.220
-2.078 -1.213 -1.144
1.849 0.825 -1.229

Its energy above the lowest of the compared OMol25 structures with the same formula, charge and spin is 317.11 kJ/mol. As for the net charge: -1. The SMILES is NNN[O-]. The calculation puts the molar mass at 62.052 g/mol. For the gap between HOMO and LUMO, the calculation gives 7.12 eV. The LUMO energy is 5.5 eV. Its total energy is -241.747391 Eh.